# 1
Entry from OMol25: a cluster of 3 separate species, C28H62BrClN8O5P2S2 in total at a distorted geometry (wB97M-V/def2-TZVPD).

Atoms and positions in Å:
C1 10.21201 3.89373 2.26823
C2 8.80932 3.25510 2.26790
C3 8.78968 1.84356 1.64679
C4 8.11176 1.87098 0.26754
N1 7.69853 0.50128 -0.13243
C5 6.28083 0.36334 -0.33464
C6 5.57698 -0.88162 0.28899
C7 4.54834 -0.55398 1.33546
C8 5.12030 -0.22879 2.72633
C9 5.17014 1.28822 2.97623
S1 3.47825 1.82351 3.38879
C10 3.28598 3.30297 2.42407
S2 4.48072 4.41451 2.38503
N2 2.07054 3.33043 1.75631
C11 1.64237 4.67831 1.34218
C12 2.06762 4.96981 -0.07976
O1 1.31623 4.17050 -0.96811
C13 1.29278 2.79753 -0.60864
C14 2.15921 2.39709 0.58077
O2 4.80318 -1.47900 -0.82070
C15 4.50214 -0.42229 -1.61492
O3 3.43198 -0.07236 -1.97672
C16 5.88796 0.22693 -1.82932
Cl1 6.78991 -1.04458 -2.69742
Br1 5.84487 1.89088 -2.76273
H1 10.13018 4.96180 2.06772
H2 10.85212 3.47302 1.49383
H3 10.69665 3.78716 3.23666
H4 8.44947 3.19257 3.29333
H5 8.15057 3.92398 1.71542
H6 9.80476 1.46729 1.52802
H7 8.23782 1.13337 2.26334
H8 8.86354 2.22750 -0.43958
H9 7.28503 2.58084 0.25607
H10 8.17852 0.30773 -1.00173
H11 5.67345 1.22267 -0.03829
H12 6.32483 -1.63075 0.53444
H13 3.90623 0.27102 1.02562
H14 3.88713 -1.41402 1.43086
H15 6.07886 -0.70148 2.93882
H16 4.41161 -0.63061 3.45200
H17 5.77033 1.48989 3.85977
H18 5.52542 1.84299 2.11321
H19 0.55030 4.68995 1.37294
H20 1.97560 5.43963 2.03962
H21 1.85700 6.00937 -0.32767
H22 3.14523 4.82956 -0.20317
H23 0.26680 2.44906 -0.47577
H24 1.68322 2.23306 -1.46015
H25 3.20580 2.27961 0.29100
H26 1.79586 1.42560 0.91264
C17 -3.56034 0.12896 -0.68692
N3 -3.45383 0.50918 0.70595
C18 -3.28868 -0.66234 1.55442
P1 -4.32269 1.76822 1.44748
O4 -3.40644 2.18708 2.55373
N4 -4.26809 3.20977 0.46991
C19 -3.16133 3.38896 -0.45750
C20 -4.45025 4.41166 1.27624
N5 -5.92810 1.30430 0.87468
C21 -6.53620 1.94664 -0.27788
C22 -6.91345 1.22481 1.97034
H27 -4.48159 -0.42628 -0.91080
H28 -2.72089 -0.51395 -0.95528
H29 -3.50620 0.98336 -1.35525
H30 -4.20191 -1.27683 1.58696
H31 -3.04163 -0.36388 2.57400
H32 -2.46727 -1.28154 1.19060
H33 -2.18796 3.14024 -0.01455
H34 -3.12335 4.41905 -0.81508
H35 -3.30109 2.78827 -1.35613
H36 -3.53762 4.69958 1.80931
H37 -5.23460 4.26331 2.02280
H38 -4.76172 5.24036 0.63602
H39 -6.81428 2.98984 -0.10195
H40 -7.44241 1.38535 -0.52469
H41 -5.88999 1.89980 -1.15074
H42 -7.17994 2.21493 2.36086
H43 -6.50880 0.63488 2.79724
H44 -7.82458 0.72835 1.63374
C23 -5.13858 -6.00079 -4.31990
N6 -4.29246 -4.95572 -3.79026
C24 -3.02089 -4.90394 -4.49955
P2 -4.16962 -4.52774 -2.14680
O5 -3.79246 -3.08271 -2.22094
N7 -5.75438 -4.37925 -1.43688
C25 -6.89308 -4.08158 -2.29496
C26 -5.74320 -3.47776 -0.28933
N8 -3.91033 -6.15070 -1.50561
C27 -4.99939 -6.92052 -0.92858
C28 -2.73309 -6.22130 -0.61698
H45 -4.74704 -7.01154 -4.12795
H46 -5.22164 -5.87678 -5.40143
H47 -6.15130 -5.94781 -3.93200
H48 -2.39826 -5.78687 -4.28919
H49 -2.45947 -4.01455 -4.21275
H50 -3.18808 -4.84549 -5.57589
H51 -6.69005 -3.28279 -3.01950
H52 -7.74552 -3.78126 -1.68360
H53 -7.22554 -4.96908 -2.83327
H54 -5.74386 -2.42325 -0.58524
H55 -4.85672 -3.64534 0.32834
H56 -6.61801 -3.66857 0.33715
H57 -5.36498 -6.51858 0.02055
H58 -4.62593 -7.93352 -0.75260
H59 -5.83713 -7.00908 -1.61576
H60 -2.90584 -5.71301 0.33963
H61 -1.87116 -5.75068 -1.09733
H62 -2.46471 -7.25875 -0.41502

Summary:
E_LUMO = 0.0 eV
SMILES = CCCCN[C@@H]1[C@@H](CCCSC(=S)N2CCOCC2)OC(=O)[C@@]1(Cl)Br.CN(C)P(=O)(N(C)C)N(C)C.CN(C)P(=O)(N(C)C)N(C)C
E_tot = -6431.501144 a.u.
Max |F| = 5.5 eV/Å
Molar mass = 832.3 g/mol

# 2
Entry from OMol25: a cluster of 3 separate species, C28H62Cl2N10O3P2 in total at a distorted geometry (wB97M-V/def2-TZVPD).

Atoms and positions in Å:
C1 2.89740 7.11691 -0.64263
C2 1.64335 6.44387 -1.29557
C3 0.47137 6.34774 -0.27154
C4 -0.89274 6.27717 -1.04460
C5 -1.36929 4.81488 -1.31988
C6 -1.73507 4.49543 -2.79923
C7 -0.71490 5.06589 -3.75921
N1 0.22894 5.44939 -4.21060
C8 -1.69182 2.94011 -2.98497
Cl1 -2.40735 2.06228 -1.54863
C9 -0.22640 2.39190 -3.20611
C10 0.01174 0.98212 -2.58548
Cl2 0.07956 2.17474 -4.98243
C11 -3.10663 5.13004 -3.21094
N2 -2.94907 6.60595 -3.32121
C12 -3.55691 4.66806 -4.59313
N3 -3.81264 3.97544 -5.42928
C13 -4.26344 4.87187 -2.20189
C14 -5.64547 5.36705 -2.65990
O1 -6.58868 4.88602 -2.14035
N4 -5.83590 6.40011 -3.64506
C15 -6.33935 7.63645 -3.04135
C16 -6.73537 5.91706 -4.73235
H1 2.99238 8.15541 -0.98752
H2 2.72895 7.16118 0.44639
H3 3.79462 6.51888 -0.84983
H4 1.83642 5.42190 -1.65450
H5 1.29334 7.10310 -2.10124
H6 0.42843 7.27253 0.32934
H7 0.53359 5.47213 0.39353
H8 -0.86086 6.92485 -1.92726
H9 -1.64218 6.73216 -0.36517
H10 -2.17017 4.58092 -0.61410
H11 -0.51974 4.15562 -1.06458
H12 -2.26946 2.57456 -3.84424
H13 0.52517 3.03839 -2.73453
H14 -0.75057 0.25333 -2.88371
H15 0.20126 1.03341 -1.50741
H16 0.95565 0.63687 -3.04229
H17 -3.53903 7.08438 -2.65567
H18 -3.15018 6.88497 -4.27047
H19 -4.33168 3.81380 -1.92274
H20 -4.00860 5.45112 -1.29413
H21 -7.42322 7.58387 -2.82456
H22 -5.83364 7.79728 -2.07085
H23 -6.09108 8.50961 -3.66375
H24 -6.91010 4.83632 -4.64656
H25 -7.68039 6.47985 -4.69016
H26 -6.23016 6.06290 -5.70061
C17 2.35156 -1.73907 2.54406
N5 2.89193 -2.14028 1.25427
C18 1.92567 -2.99979 0.57786
P1 3.56522 -0.96681 0.17096
O2 2.29057 -0.15404 -0.03535
N6 4.47830 0.25093 0.95190
C19 4.96018 0.18814 2.31163
C20 4.20973 1.63085 0.56776
N7 5.08023 -1.90252 0.06961
C21 5.66041 -1.82261 -1.28231
C22 5.25473 -3.25652 0.58614
H27 1.88213 -2.59304 3.03880
H28 1.60621 -0.93872 2.46367
H29 3.14171 -1.42114 3.22241
H30 2.31811 -3.32963 -0.39160
H31 0.97459 -2.48418 0.39694
H32 1.73490 -3.90072 1.16790
H33 4.19805 0.52223 3.02608
H34 5.83734 0.83112 2.43713
H35 5.28563 -0.81637 2.58562
H36 3.33338 2.03613 1.08991
H37 4.03169 1.70560 -0.50420
H38 5.07091 2.26648 0.78970
H39 5.08745 -2.41655 -2.00128
H40 6.69573 -2.16685 -1.28785
H41 5.66586 -0.78418 -1.62916
H42 4.62614 -3.99264 0.07477
H43 5.06030 -3.30163 1.65423
H44 6.29808 -3.56179 0.45799
C23 0.30903 -8.16522 5.50188
N8 -0.44052 -7.15026 4.77769
C24 -0.52933 -5.94489 5.59720
P2 -0.05159 -6.77085 3.12898
O3 1.37498 -6.30028 3.40141
N9 0.35783 -8.13405 2.17951
C25 0.10598 -9.50886 2.54184
C26 1.55785 -8.03387 1.35837
N10 -1.74064 -7.08975 2.64719
C27 -2.16960 -6.16263 1.58522
C28 -2.84584 -7.29256 3.57785
H45 -0.00524 -8.19300 6.54818
H46 1.39154 -7.99542 5.47604
H47 0.09718 -9.16213 5.11839
H48 -1.10392 -5.16921 5.07729
H49 0.45932 -5.53111 5.82719
H50 -1.05203 -6.15412 6.53401
H51 0.90269 -9.91086 3.17940
H52 0.04876 -10.13658 1.64675
H53 -0.85055 -9.63016 3.05213
H54 2.46664 -8.23837 1.93811
H55 1.64745 -7.03826 0.92557
H56 1.51240 -8.73808 0.52349
H57 -2.32916 -5.15211 1.97415
H58 -3.08992 -6.50584 1.11021
H59 -1.40604 -6.10742 0.80250
H60 -3.06114 -6.40669 4.18418
H61 -2.66091 -8.13868 4.23422
H62 -3.75203 -7.54105 3.01637

Summary:
E_LUMO = -0.4 eV
SMILES = CCCCC[C@@](C#N)([C@H](Cl)[C@@H](C)Cl)[C@@](N)(C#N)CC(=O)N(C)C.CN(C)P(=O)(N(C)C)N(C)C.CN(C)P(=O)(N(C)C)N(C)C
E_tot = -3480.227293 a.u.
Max |F| = 6.8 eV/Å
Molar mass = 719.7 g/mol

# 3
Entry from OMol25: a cluster of 4 separate species, C28H62FN3O12P3 in total at a distorted geometry (wB97M-V/def2-TZVPD).

Atoms and positions in Å:
C1 -4.46777 0.84640 -2.92980
C2 -4.90105 0.28904 -1.53695
C3 -5.21113 -1.24803 -1.65695
C4 -3.98674 -1.88511 -2.26627
C5 -2.80111 -1.93260 -1.49523
C6 -1.65473 -2.48315 -2.07434
C7 -0.33975 -2.53392 -1.32933
C8 -0.01752 -1.07249 -0.81104
C9 -0.28860 -0.88637 0.70878
N1 -1.46408 -0.05488 1.01456
C10 -1.80477 -2.95772 -3.41646
N2 -2.91737 -2.91855 -4.09498
N3 -3.90592 -2.37886 -3.48571
F1 -5.04672 -2.32208 -4.21497
H1 -5.06861 0.39999 -3.73715
H2 -4.65187 1.92928 -2.96506
H3 -3.38814 0.71320 -3.10465
H4 -4.01863 0.41552 -0.88827
H5 -5.75362 0.85367 -1.14922
H6 -6.09764 -1.36354 -2.28724
H7 -5.36629 -1.60656 -0.62940
H8 -2.80994 -1.54269 -0.47554
H9 -0.38583 -3.25691 -0.50397
H10 0.44856 -2.80857 -2.04228
H11 -0.68664 -0.38178 -1.35340
H12 1.00570 -0.80462 -1.09752
H13 -0.40783 -1.87641 1.17232
H14 0.58444 -0.35500 1.11907
H15 -1.92434 0.30282 0.19028
H16 -1.26696 0.67339 1.68399
H17 -0.92811 -3.38284 -3.90907
O1 2.17684 -0.99780 4.47530
P1 2.55942 -2.28474 5.13316
O2 2.77547 -3.28610 3.85956
C11 3.92871 -3.10831 3.03528
C12 5.16709 -3.69921 3.68725
O3 1.07021 -2.79464 5.61649
C13 0.01715 -1.86133 5.84588
C14 -0.91492 -1.82558 4.65502
O4 3.24088 -3.36564 6.18300
C15 3.62800 -2.88378 7.49384
C16 2.43413 -2.69342 8.41044
H18 4.07275 -2.04795 2.81592
H19 3.72985 -3.61613 2.09087
H20 5.43836 -3.13972 4.58535
H21 6.01639 -3.67360 3.00235
H22 4.98588 -4.73026 3.98986
H23 0.40868 -0.86908 6.07218
H24 -0.52915 -2.19778 6.73034
H25 -0.37104 -1.60377 3.73551
H26 -1.69323 -1.07181 4.79019
H27 -1.39203 -2.79702 4.51300
H28 4.19251 -1.95387 7.39228
H29 4.29983 -3.63135 7.91386
H30 1.83928 -1.82985 8.10523
H31 2.76261 -2.52404 9.43637
H32 1.78156 -3.56539 8.38314
O5 -7.70637 2.83280 -4.00227
P2 -8.20224 3.36275 -5.32767
O6 -6.93709 4.40366 -5.54808
C17 -5.67697 3.88485 -5.95715
C18 -5.64791 3.58250 -7.44616
O7 -9.29118 4.44392 -4.73122
C19 -10.00867 4.18147 -3.52362
C20 -9.38478 4.92710 -2.36223
O8 -8.68772 3.83077 -6.85787
C21 -9.70682 3.04254 -7.52178
C22 -11.09318 3.31081 -6.96584
H33 -5.43389 2.98784 -5.37499
H34 -4.93061 4.64366 -5.72036
H35 -6.31861 2.75511 -7.69057
H36 -4.64032 3.30827 -7.76409
H37 -5.97838 4.44755 -8.01998
H38 -10.06537 3.11051 -3.32366
H39 -11.03207 4.53284 -3.67408
H40 -8.32717 4.68367 -2.25553
H41 -9.89420 4.68498 -1.42779
H42 -9.44686 6.00386 -2.52486
H43 -9.45726 1.98115 -7.44874
H44 -9.67353 3.31561 -8.57611
H45 -11.20446 2.88438 -5.96645
H46 -11.85519 2.86252 -7.60445
H47 -11.27806 4.38123 -6.88596
O9 9.42975 -1.36504 3.09713
P3 9.07006 -0.13198 2.33668
O10 7.53359 -0.43965 1.86492
C23 6.49468 -0.40771 2.84000
C24 6.08083 1.01759 3.16431
O11 9.84560 -0.44620 0.92123
C25 10.98073 -1.31239 0.88140
C26 10.58262 -2.68950 0.39323
O12 8.95540 1.45915 1.88787
C27 9.97116 2.36986 2.37332
C28 11.28321 2.21626 1.62696
H48 6.81110 -0.93686 3.74545
H49 5.64830 -0.94729 2.42189
H50 6.88523 1.55095 3.67529
H51 5.20192 1.02545 3.81232
H52 5.85518 1.56928 2.25172
H53 11.47158 -1.36327 1.85375
H54 11.69743 -0.87168 0.18401
H55 9.78386 -3.11161 1.00391
H56 11.43515 -3.37046 0.41589
H57 10.20550 -2.63576 -0.62944
H58 10.11504 2.22299 3.44655
H59 9.58082 3.37695 2.22907
H60 11.78054 1.28249 1.89674
H61 11.96057 3.03550 1.87098
H62 11.11687 2.19812 0.55043

Summary:
E_LUMO = -4.4 eV
Total charge = +1
E_tot = -3294.832911 a.u.
Max |F| = 9.6 eV/Å
Molar mass = 744.7 g/mol

# 4
Entry from OMol25: a cluster of 8 separate species, C28H62N2O14 in total at a distorted geometry (wB97M-V/def2-TZVPD).

Atoms and positions in Å:
C1 0.53752 -0.97163 -0.72651
N1 -0.61231 -0.37164 -0.05061
O1 -0.77487 0.83214 -0.11939
O2 -1.37010 -1.17715 0.56271
H1 1.23969 -0.16708 -0.94502
H2 0.02295 -1.48816 -1.53677
H3 0.96108 -1.71429 -0.05037
C2 -0.83384 -3.44552 -5.55570
N2 -0.02109 -2.90253 -4.44864
O3 0.56313 -3.73912 -3.74902
O4 0.06033 -1.66482 -4.32337
H4 -0.31683 -4.30464 -5.98314
H5 -0.78976 -2.70873 -6.35776
H6 -1.85827 -3.61969 -5.22657
C3 2.17714 3.62134 2.74324
C4 1.42215 3.17775 1.67227
C5 2.02274 2.24030 0.85686
C6 3.30127 1.78624 1.07289
C7 4.00914 2.27499 2.11413
C8 3.48756 3.24591 2.94764
H7 1.82365 4.42516 3.37199
H8 0.41066 3.49153 1.46053
H9 1.51840 1.82619 -0.00368
H10 3.81768 1.11334 0.40435
H11 5.05813 2.03890 2.21549
H12 4.09369 3.91135 3.54447
C9 -4.14811 -1.75849 -1.88382
O5 -4.24365 -0.95435 -3.02949
C10 -5.53884 -1.09459 -3.67563
C11 -5.71527 -0.37964 -5.05871
O6 -5.13499 -1.15505 -6.11067
C12 -3.71367 -1.23113 -6.08054
H13 -4.32669 -2.77257 -2.24139
H14 -4.81338 -1.49491 -1.06161
H15 -3.09272 -1.71268 -1.61523
H16 -6.29925 -0.54142 -3.12439
H17 -5.97832 -2.07584 -3.85486
H18 -5.33923 0.64341 -5.05157
H19 -6.74283 -0.37056 -5.42223
H20 -3.27553 -1.85711 -6.85789
H21 -3.34674 -1.64257 -5.14023
H22 -3.40069 -0.19782 -6.23027
C13 -5.78465 2.62550 -2.65991
O7 -6.53771 2.39327 -1.48692
C14 -5.87094 1.88393 -0.37158
C15 -5.15936 2.94961 0.48308
O8 -4.03282 3.48171 -0.10298
C16 -2.93469 2.58583 -0.34922
H23 -6.33150 3.51217 -2.98064
H24 -6.00582 1.94425 -3.48154
H25 -4.70536 2.77186 -2.61747
H26 -5.18659 1.14819 -0.79401
H27 -6.60077 1.25636 0.13989
H28 -4.95886 2.57077 1.48527
H29 -5.86850 3.76806 0.60705
H30 -2.42733 2.51489 0.61290
H31 -2.29560 3.11388 -1.05691
H32 -3.09386 1.58853 -0.75931
C17 3.51270 -0.19132 6.20308
O9 3.56965 -1.54764 5.70793
C18 4.36721 -1.69654 4.56005
C19 3.68622 -1.17937 3.28620
O10 2.43916 -1.81003 2.85067
C20 2.34085 -3.20358 2.46666
H33 3.03243 0.43124 5.44818
H34 4.53988 0.13586 6.36417
H35 2.95176 -0.17322 7.13748
H36 4.84145 -2.65404 4.34468
H37 5.27975 -1.14246 4.78000
H38 4.34822 -1.40814 2.45103
H39 3.63728 -0.09296 3.35971
H40 1.32704 -3.50165 2.19936
H41 2.49255 -3.78388 3.37679
H42 3.05282 -3.47299 1.68653
C21 0.53965 -2.02959 6.97692
O11 -0.78370 -1.82138 6.63191
C22 -1.10695 -2.70509 5.55248
C23 -2.58731 -2.63575 5.18870
O12 -3.02265 -3.68948 4.31411
C24 -2.47499 -3.52053 3.03679
H43 0.51932 -1.43980 7.89334
H44 1.24474 -1.65096 6.23692
H45 0.86457 -3.04388 7.20875
H46 -0.86541 -3.73834 5.80180
H47 -0.51589 -2.49709 4.66058
H48 -2.71836 -1.67169 4.69727
H49 -3.11444 -2.74349 6.13666
H50 -3.23627 -3.76803 2.29698
H51 -1.77026 -4.28836 2.71759
H52 -2.09276 -2.54086 2.75001
C25 6.72306 4.48996 -3.37257
O13 7.28550 3.35853 -3.95297
C26 6.96790 2.15927 -3.24970
C27 5.62464 1.65719 -3.55947
O14 4.61356 2.41159 -2.80292
C28 3.27373 1.95707 -3.02500
H53 7.19690 4.65518 -2.40495
H54 5.65952 4.47028 -3.13468
H55 6.98034 5.32561 -4.02340
H56 7.14177 2.28642 -2.18119
H57 7.64143 1.32139 -3.42972
H58 5.54840 0.59002 -3.35108
H59 5.59235 1.75383 -4.64470
H60 3.04224 1.81000 -4.07994
H61 2.43294 2.56358 -2.68837
H62 2.93228 1.04181 -2.54145

Summary:
E_LUMO = -0.6 eV
SMILES = C[N+](=O)[O-].C[N+](=O)[O-].c1ccccc1.COCCOC.COCCOC.COCCOC.COCCOC.COCCOC
E_tot = -2266.366683 a.u.
Max |F| = 2.9 eV/Å
Molar mass = 650.8 g/mol

| no. | gap between HOMO and LUMO (eV) |
| --- | --- |
| 1 | 8.24 |
| 2 | 7.79 |
| 3 | 6.95 |
| 4 | 8.45 |